{"formula": "C6H14O3", "method": "wB97M-V/def2-TZVPD", "elements": ["C", "C", "C", "C", "C", "O", "C", "H", "H", "H", "H", "H", "H", "H", "H", "H", "H", "H", "H", "O", "H", "H", "O"], "positions_angstrom": [[1.65580, 0.54870, -1.69540], [0.76390, 0.33783, -0.51345], [-0.03947, 1.33506, -0.13255], [-0.94092, 1.40839, 1.03928], [-2.18667, 1.84894, 0.93402], [-3.20649, 1.59392, 1.80860], [0.83863, -1.03115, 0.11184], [1.70608, 1.57608, -2.04151], [2.71992, 0.32495, -1.51478], [1.40380, -0.12763, -2.51482], [0.05111, 2.28051, -0.66938], [-0.64764, 0.70495, 1.80136], [-2.64020, 2.39972, 0.11806], [-2.86368, 1.16648, 2.60504], [1.68847, -1.27691, 0.74397], [1.02265, -1.70763, -0.74252], [-0.09479, -1.42137, 0.52473], [-0.54384, -2.22180, -2.65493], [0.65944, -1.58529, -3.44309], [0.04857, -2.32219, -3.40488], [0.10367, -0.90636, 2.56190], [-0.07562, -1.77678, 3.70767], [0.57728, -1.14844, 3.37085]], "nbo_charge": [-0.620, 0.002, -0.204, -0.361, 0.194, -0.672, -0.676, 0.221, 0.216, 0.181, 0.199, 0.184, 0.188, 0.476, 0.242, 0.221, 0.206, 0.474, 0.469, -0.941, 0.459, 0.463, -0.920], "homo_ev": -8.40, "orbital_gap_ev": 8.84, "smiles": "CC(C)=C/C=C/O.O.O", "multiplicity": 1, "charge": 0}